Density functional theory data (wB97M-V/def2-TZVPD) for a molecular structure, C5H6FN in a non-equilibrium geometry.

Computed properties:
HOMO-LUMO gap = 10.35 eV
Strongest force on any atom = 5.2 eV/A
HOMO energy = -9.17 eV
Spin multiplicity = 1

Atoms and positions in Å:
C -1.08 -0.69 -0.06
C 0.00 -0.26 1.08
C 0.16 -0.50 -0.94
C 0.52 1.05 -0.64
C 0.24 1.26 0.58
H -1.42 -1.68 -0.23
H -0.27 -0.45 2.19
H 1.88 -0.93 0.31
H 0.27 -0.86 -1.90
H 0.54 1.63 -1.49
H 0.31 2.34 0.87
N 0.90 -1.12 0.27
F -2.05 0.22 -0.02

=====

Density functional theory data (wB97M-V/def2-TZVPD) for a gas-phase ion, C5H6FN2O2 (charge +1) in a non-equilibrium geometry.

Computed properties:
Total charge = +1
HOMO-LUMO gap (alpha / beta) = 8.09 / 8.10 eV
Strongest force on any atom = 3.9 eV/A
HOMO energy (alpha / beta) = -13.19 / -13.19 eV
Spin multiplicity = 1

Atoms and positions in Å:
N 1.51 -0.95 -2.25
C 0.89 -0.54 -1.16
N 0.74 -1.33 -0.10
C 0.10 -0.88 0.94
C 0.14 0.55 1.21
C -0.43 0.98 -0.16
C -1.69 1.43 -0.32
O -2.55 1.73 0.59
F -2.08 1.69 -1.55
O 0.28 0.63 -1.25
H 2.19 -1.70 -2.23
H 1.57 -0.50 -3.18
H -0.39 -1.49 1.63
H -0.49 0.76 2.06
H 1.17 1.03 1.29
H -3.52 2.01 0.21

=====

Density functional theory data (wB97M-V/def2-TZVPD) for a molecular structure, C5H6FeO3 in a non-equilibrium geometry.

Computed properties:
Total charge = +2
HOMO-LUMO gap (alpha / beta) = 7.81 / 6.01 eV
Strongest force on any atom = 6.1 eV/A
HOMO energy (alpha / beta) = -17.32 / -19.29 eV
Spin multiplicity = 7

Atoms and positions in Å:
O 2.86 -1.08 0.20
C 1.96 -0.22 0.40
O 1.65 0.33 1.45
O 1.21 -0.02 -0.73
C 0.42 1.15 -0.77
Fe 3.02 -2.75 0.90
H 0.97 2.02 -0.41
H 0.13 1.29 -1.81
C -0.84 1.01 0.10
C -1.62 -0.13 -0.06
C -2.35 -1.17 -0.18
H -1.45 1.93 0.18
H -0.50 0.81 1.16
H -2.53 -1.83 0.68
H -2.93 -1.32 -1.10

=====

Density functional theory data (wB97M-V/def2-TZVPD) for 2 unconnected molecules or ions with the total composition C5H6IN in a non-equilibrium geometry.

Computed properties:
HOMO-LUMO gap = 9.26 eV
Strongest force on any atom = 3.6 eV/A
HOMO energy = -9.00 eV
Spin multiplicity = 1

Atoms and positions in Å:
C 0.97 -2.26 -1.20
C 0.48 -1.06 -0.40
C 0.20 -0.38 0.69
I 0.14 -0.37 2.85
C -0.15 0.34 -0.59
H 0.26 -3.06 -1.13
H 1.89 -2.49 -0.76
H 0.95 -1.84 -2.19
H -1.19 0.28 -1.02
H 0.57 1.08 -0.86
C -1.36 3.20 1.52
N -1.65 3.60 2.56
H -1.10 2.95 0.53

=====

Density functional theory data (wB97M-V/def2-TZVPD) for a molecular structure, C5H6LiO4Sn in a non-equilibrium geometry.

Computed properties:
Total charge = -1
HOMO-LUMO gap (alpha / beta) = 4.34 / 4.35 eV
Strongest force on any atom = 4.7 eV/A
HOMO energy (alpha / beta) = -1.78 / -1.75 eV
Spin multiplicity = 1

Atoms and positions in Å:
C 0.94 -0.65 -1.30
C 2.20 -0.75 -0.42
C 2.17 0.32 0.63
C 1.72 0.05 1.88
O 1.15 0.89 2.69
O -0.24 -0.45 -0.56
Sn -1.44 -1.77 0.28
Li -0.18 1.02 1.20
H 0.84 -1.58 -1.90
H 1.08 0.20 -1.99
H 3.08 -0.70 -1.08
H 2.21 -1.74 0.07
H 2.20 1.37 0.29
H 1.67 -1.02 2.18
O -1.80 1.32 -0.12
O -0.90 2.11 -2.06
C -1.33 1.40 -1.23

=====

Density functional theory data (wB97M-V/def2-TZVPD) for a gas-phase ion, C5H6N (charge +1) in a non-equilibrium geometry.

Computed properties:
Total charge = +1
HOMO-LUMO gap = 7.94 eV
Strongest force on any atom = 5.2 eV/A
HOMO energy = -15.62 eV
Spin multiplicity = 1

Atoms and positions in Å:
C 0.32 1.08 -0.08
C 1.63 -0.90 0.06
C -0.44 -0.18 -0.06
C 1.62 0.87 -0.04
C -1.88 -0.36 -0.04
N 0.45 -1.25 -0.04
H -0.06 2.08 -0.14
H 2.62 -1.36 0.31
H 2.51 1.58 0.16
H -2.12 -1.33 0.41
H -2.26 -0.63 -1.12
H -2.37 0.41 0.59

=====

Density functional theory data (wB97M-V/def2-TZVPD) for a gas-phase ion, C5H6N (charge +1) in a non-equilibrium geometry.

Computed properties:
Total charge = +1
HOMO-LUMO gap (alpha / beta) = 8.03 / 8.38 eV
Strongest force on any atom = 5.2 eV/A
HOMO energy (alpha / beta) = -15.15 / -14.50 eV
Spin multiplicity = 1

Atoms and positions in Å:
C 1.63 0.07 -0.01
N 0.18 0.21 0.08
C -0.57 -0.96 -0.01
C -2.00 -0.73 -0.07
C -2.02 0.58 0.18
C -0.52 1.26 -0.01
H 2.07 1.14 -0.36
H 1.90 -0.66 -0.72
H 2.22 -0.03 0.91
H -0.05 -1.75 0.32
H -2.64 -1.50 -0.20
H -0.21 2.36 -0.10

=====

Density functional theory data (wB97M-V/def2-TZVPD) for a gas-phase ion, C5H6N (charge +1) in a non-equilibrium geometry.

Computed properties:
Total charge = +1
HOMO-LUMO gap = 8.04 eV
Strongest force on any atom = 4.4 eV/A
HOMO energy = -14.80 eV
Spin multiplicity = 1

Atoms and positions in Å:
C -2.44 -0.11 -0.05
C -0.10 1.21 -0.03
C -0.41 -1.16 -0.03
C 1.24 0.55 -0.05
C 1.03 -0.78 0.03
N -1.24 0.15 -0.09
H -0.26 1.92 0.84
H -0.22 2.07 -0.74
H -0.56 -1.75 -0.82
H -0.81 -1.73 0.81
H 2.09 1.18 -0.21
H 1.68 -1.57 0.34

=====

Density functional theory data (wB97M-V/def2-TZVPD) for a gas-phase ion, C5H6N (charge +1) in a non-equilibrium geometry.

Computed properties:
Total charge = +1
HOMO-LUMO gap = 8.94 eV
Strongest force on any atom = 6.2 eV/A
HOMO energy = -14.55 eV
Spin multiplicity = 1

Atoms and positions in Å:
C -2.60 0.70 0.01
N -1.96 -0.37 0.15
C -1.40 -1.50 -0.08
C -0.01 -1.45 -0.10
C 1.04 -0.74 0.08
C 2.28 -0.09 -0.03
H -3.02 1.05 0.91
H -2.57 1.45 -0.87
H -1.86 -2.43 -0.42
H 2.26 0.96 -0.24
H 2.95 -0.12 0.82
H 2.86 -0.48 -0.80

=====

Density functional theory data (wB97M-V/def2-TZVPD) for a molecular structure, C5H6N in a non-equilibrium geometry.

Computed properties:
Total charge = +1
HOMO-LUMO gap (alpha / beta) = 8.08 / 8.08 eV
Strongest force on any atom = 4.3 eV/A
HOMO energy (alpha / beta) = -15.25 / -15.24 eV
Spin multiplicity = 1

Atoms and positions in Å:
C 0.98 -1.34 -0.41
C 1.47 -0.06 -0.96
C 1.98 -0.11 0.49
C 0.69 0.59 0.23
C -1.50 -0.60 -0.16
N -0.09 -0.53 0.04
H 1.96 -0.64 1.42
H 2.79 0.53 0.56
H 0.37 1.55 0.69
H -1.93 -0.71 0.80
H -1.96 0.25 -0.56
H -1.94 -1.51 -0.76

=====

Density functional theory data (wB97M-V/def2-TZVPD) for a gas-phase ion, C5H6N (charge +1) in a non-equilibrium geometry.

Computed properties:
Total charge = +1
HOMO-LUMO gap = 8.20 eV
Strongest force on any atom = 3.7 eV/A
HOMO energy = -14.78 eV
Spin multiplicity = 1

Atoms and positions in Å:
C -2.33 0.39 -0.32
C -1.16 0.66 0.09
C 1.98 -0.02 -0.37
C 0.81 -0.79 0.14
C 0.18 0.69 0.51
N 1.55 1.13 -0.12
H -2.23 -0.63 -0.82
H -3.26 0.89 -0.18
H 2.96 -0.26 -0.75
H 0.24 -1.31 -0.63
H 0.89 -1.51 0.87
H 0.37 0.76 1.59

=====

Density functional theory data (wB97M-V/def2-TZVPD) for a molecular structure, C5H6N in a non-equilibrium geometry.

Computed properties:
Total charge = +1
HOMO-LUMO gap (alpha / beta) = 6.54 / 7.22 eV
Strongest force on any atom = 8.2 eV/A
HOMO energy (alpha / beta) = -12.60 / -15.53 eV
Spin multiplicity = 3

Atoms and positions in Å:
C -1.11 -1.69 -0.29
C -2.20 -0.76 -0.21
C -0.85 0.50 0.30
C -2.50 0.44 0.19
C 1.22 -1.02 0.01
N -0.18 -0.76 -0.03
H -0.33 1.25 -0.33
H -0.72 0.79 1.27
H -3.37 1.09 0.12
H 1.33 -1.91 0.66
H 1.58 -1.53 -0.89
H 1.90 -0.17 0.24